Entry 1:
Formula: C43H57BBrKN11O4
Source: OMol25
Level of theory: the ωB97M-V functional and the def2-TZVPD basis

XYZ file:
```
118
Properties=species:S:1:pos:R:3:forces:R:3
K -0.0609 1.5439 0.9320 0.83 1.52 0.61
C -1.0024 -1.1312 3.3004 0.07 -0.14 -0.11
C 0.4767 -0.7466 3.3058 -0.57 0.35 -0.03
C 0.9747 -0.6613 4.7486 0.13 0.11 -0.32
C 1.3738 -1.6145 2.4874 0.13 -0.15 -0.13
C 2.4523 -2.3593 2.9613 0.06 0.04 -0.28
C 3.1339 -2.8803 1.8781 -0.33 0.07 0.47
C 4.2426 -3.8820 2.0181 0.06 -0.17 -0.29
C 3.6411 -5.2880 1.8837 0.09 0.15 0.16
C 5.4498 -3.6920 1.1001 -0.10 0.10 0.16
N 2.4998 -2.4734 0.7625 0.44 -0.19 0.04
N 1.4340 -1.7393 1.1455 0.02 -0.52 1.27
B 2.8083 -2.6351 -0.7504 0.01 0.45 -0.20
N 3.3967 -1.3683 -1.3480 0.58 0.01 -0.35
N 2.7993 -0.1808 -1.1011 -0.17 0.79 0.33
C 3.4832 0.7528 -1.7326 0.38 -0.37 -0.10
C 4.5541 0.1660 -2.4299 -0.03 -0.28 0.05
C 4.4689 -1.1830 -2.1705 0.06 0.19 -0.12
C 5.3905 -2.2300 -2.7154 0.10 0.02 -0.04
C 6.7988 -2.0363 -2.1465 -0.19 -0.21 0.01
C 5.4351 -2.1394 -4.2442 -0.07 -0.19 0.17
C 3.1825 2.2193 -1.7199 -0.27 0.09 0.00
C 2.2239 2.6106 -0.6062 0.37 -0.14 -0.12
C 2.6299 2.6600 -3.0784 0.20 0.00 0.10
N 1.4032 -2.8887 -1.3518 0.03 -0.24 -0.42
N 0.3571 -2.3132 -0.7418 -1.03 -1.12 -0.60
C -0.7984 -2.7116 -1.3072 0.10 0.11 0.26
C -0.4445 -3.5967 -2.3240 0.07 0.14 0.06
C 0.9368 -3.6880 -2.3275 -0.02 0.05 0.37
C 1.8162 -4.4822 -3.2397 0.02 -0.06 -0.16
C 1.3125 -5.9174 -3.3984 0.12 0.14 0.19
C 1.8751 -3.7913 -4.6049 0.14 0.03 0.17
C -2.1484 -2.3723 -0.7749 -0.36 0.14 0.15
C -2.3981 -3.2090 0.4861 0.08 0.15 -0.10
C -3.2480 -2.6244 -1.8029 0.27 0.03 0.07
H -1.5779 -0.3489 3.7941 -0.02 -0.01 0.15
H -1.3619 -1.2177 2.2815 -0.09 -0.03 0.07
H -1.1556 -2.0724 3.8315 -0.10 -0.07 0.07
H 0.5800 0.2609 2.8745 0.09 -0.36 0.39
H 0.9106 -1.6272 5.2493 -0.06 -0.10 0.09
H 1.9999 -0.3054 4.7799 0.16 0.07 0.09
H 0.3564 0.0537 5.2866 -0.04 0.01 0.06
H 2.7117 -2.4998 3.9877 0.11 0.05 0.26
H 4.5920 -3.7690 3.0512 -0.10 0.06 -0.13
H 3.2279 -5.4352 0.8889 -0.04 -0.01 -0.15
H 4.4014 -6.0452 2.0593 0.10 -0.11 0.00
H 2.8428 -5.4208 2.6122 -0.06 -0.08 0.00
H 5.2604 -4.0808 0.1060 -0.02 -0.02 -0.17
H 5.6973 -2.6375 1.0186 0.11 0.13 -0.05
H 6.3116 -4.2175 1.5081 0.05 -0.05 0.03
H 3.4809 -3.5887 -0.9201 0.23 -0.23 -0.07
H 5.2901 0.6727 -3.0252 0.13 0.04 -0.13
H 5.0317 -3.2239 -2.4377 -0.02 0.00 0.05
H 7.1897 -1.0623 -2.4290 0.05 0.11 -0.05
H 6.7826 -2.0893 -1.0627 0.06 0.00 0.17
H 7.4690 -2.8064 -2.5234 0.14 -0.07 -0.04
H 5.8030 -1.1662 -4.5589 0.05 0.10 -0.02
H 6.0927 -2.9058 -4.6500 0.10 -0.08 -0.09
H 4.4445 -2.2749 -4.6683 -0.10 0.00 -0.09
H 4.1408 2.7343 -1.5630 -0.10 -0.07 0.04
H 1.2463 2.1723 -0.7936 0.21 0.18 -0.44
H 2.5809 2.2516 0.3541 -0.03 0.03 0.16
H 2.1259 3.6929 -0.5589 -0.12 0.09 0.01
H 1.6607 2.2023 -3.2554 -0.14 -0.03 -0.04
H 2.5015 3.7390 -3.0948 -0.11 0.14 -0.03
H 3.3047 2.3854 -3.8860 0.08 -0.07 -0.13
H -1.1205 -4.1168 -2.9683 -0.20 -0.09 -0.17
H 2.8229 -4.5073 -2.8158 -0.03 0.05 0.01
H 0.3388 -5.9282 -3.8789 -0.17 -0.03 -0.08
H 1.9999 -6.4939 -4.0136 0.06 -0.03 -0.08
H 1.2221 -6.4091 -2.4338 -0.03 -0.09 0.12
H 0.8898 -3.7552 -5.0636 -0.14 -0.02 -0.02
H 2.2296 -2.7716 -4.4919 0.05 0.18 -0.06
H 2.5464 -4.3273 -5.2718 0.09 -0.04 -0.09
H -2.1355 -1.3175 -0.4872 -0.05 -0.17 -0.11
H -2.3316 -4.2716 0.2565 -0.01 -0.14 -0.02
H -1.6732 -2.9694 1.2585 0.06 -0.04 0.05
H -3.3902 -3.0013 0.8754 -0.17 0.03 0.09
H -3.3734 -3.6918 -1.9806 -0.03 -0.14 -0.10
H -4.1934 -2.2311 -1.4355 -0.05 0.03 0.03
H -3.0189 -2.1247 -2.7404 -0.06 -0.01 -0.11
Br -9.7264 -0.6206 5.2998 0.06 0.08 -0.21
C -9.1220 -0.0324 3.5798 -0.10 -0.03 0.30
C -8.2560 -0.8349 2.8552 -0.07 0.01 0.22
C -7.8150 -0.4094 1.6240 0.07 0.34 -0.26
C -8.2493 0.8176 1.0784 0.06 -0.49 1.44
C -9.1326 1.6043 1.8407 0.45 -0.04 -0.35
C -9.5516 1.1884 3.0846 0.01 -0.21 0.30
N -8.0525 1.0817 -0.2379 -0.75 0.21 -1.54
N -7.0231 1.0523 -0.9489 -0.54 0.10 -0.36
C -5.7495 1.2257 -0.5415 0.80 -0.07 0.87
C -5.3310 1.7216 0.7134 -0.29 -0.07 -0.26
C -4.0381 2.0893 0.9500 0.13 0.08 0.31
C -3.0180 2.0379 -0.0464 -0.25 0.34 0.02
O -1.8915 2.5427 0.1232 -1.36 0.61 -0.60
C -3.4039 1.3981 -1.3068 -0.48 -0.23 -0.17
N -2.4465 1.2115 -2.2235 0.42 0.04 -0.13
C -2.7536 0.6525 -3.3689 0.21 -0.01 -0.10
C -4.0482 0.2431 -3.7025 -0.28 0.10 0.18
C -5.0489 0.4323 -2.7823 0.14 -0.05 -0.29
C -4.7449 1.0204 -1.5438 0.11 0.12 0.14
H -7.9272 -1.7842 3.2535 -0.01 -0.03 0.03
H -7.1457 -1.0284 1.0422 0.03 -0.02 -0.03
H -9.4682 2.5490 1.4404 -0.08 0.05 -0.09
H -10.2127 1.8063 3.6733 -0.07 0.03 0.03
H -6.0777 1.8845 1.4830 0.10 -0.03 -0.01
H -3.7490 2.5187 1.9003 -0.04 0.05 0.05
H -1.9316 0.5237 -4.0630 0.02 -0.03 -0.12
H -4.2503 -0.2075 -4.6638 0.01 -0.03 -0.06
H -6.0729 0.1409 -2.9747 0.04 0.01 -0.04
O -0.4079 -0.5824 0.5071 -1.14 -1.97 0.12
N 0.6403 -1.2144 0.1085 0.89 0.76 -0.96
O 3.6250 1.5501 3.7679 1.07 -0.24 0.64
C 2.6154 1.8072 3.1822 0.46 -0.11 0.26
N 1.6184 2.0230 2.6050 -0.67 0.69 -0.05
O -0.7703 3.6323 -2.4873 0.22 0.18 -0.26
H -1.1659 2.7556 -2.3597 -0.12 -0.06 0.20
H -0.7763 4.0196 -1.6075 -0.11 -0.13 0.08
```
Positions in Å, forces in eV/Å.

The total energy is -5774.85221 a.u. The calculation puts the orbital gap at 6.377 eV. As for the net charge: -1. As for the relative energy (zero: lowest compared OMol25 entry of this formula, charge and spin): 2.711 eV. Its HOMO energy is -4.54 eV. As for the maximum force: 2.28 eV/Å.

Entry 2:
Formula: C27H86N22O14
Source: OMol25
Level of theory: the ωB97M-V functional and the def2-TZVPD basis

XYZ file:
```
149
Properties=species:S:1:pos:R:3:forces:R:3
C -14.0690 -24.8716 -17.5671 -0.22 -0.98 -1.03
C -13.0648 -23.7485 -17.4302 -0.70 -0.23 1.57
C -12.2256 -23.6205 -18.6962 -0.59 0.65 0.73
O -11.6384 -24.8658 -18.9567 0.51 0.47 -0.06
C -10.5911 -24.7723 -19.9108 -0.40 -0.15 -0.03
N -13.7903 -22.5126 -17.0516 0.63 0.08 -1.48
H -14.6813 -25.1857 -16.7215 0.28 0.63 0.43
H -13.5536 -25.7800 -17.8895 0.02 0.05 0.00
H -14.7777 -24.6290 -18.3676 0.05 0.10 0.02
H -12.4110 -23.9780 -16.5821 0.43 -0.33 -0.24
H -11.4512 -22.8546 -18.5474 0.07 0.01 0.04
H -12.8893 -23.2327 -19.4846 0.16 -0.39 -0.34
H -11.0504 -24.7405 -20.9035 0.35 -0.16 -0.17
H -9.9530 -25.6403 -19.7618 -0.11 -0.12 -0.29
H -9.9606 -23.8831 -19.7997 -0.17 0.10 0.25
H -13.1574 -21.7283 -17.2072 -0.13 0.08 0.65
H -14.0691 -22.5633 -16.0806 -0.06 0.18 -0.01
C -11.5686 -15.9460 -20.6828 -0.27 -0.37 -0.75
C -10.0624 -15.7884 -20.8812 -0.19 0.14 -0.42
C -9.3245 -17.1020 -20.6693 -0.49 0.30 1.13
O -9.8841 -18.1721 -21.4132 0.19 0.67 -0.43
C -9.2025 -19.3874 -21.3083 0.39 -1.03 0.42
N -9.7683 -15.2838 -22.2515 -0.82 -0.73 0.37
H -12.1435 -15.0328 -20.8520 0.32 0.23 0.34
H -11.8929 -16.3892 -19.7401 0.18 0.16 0.07
H -11.9241 -16.5805 -21.5054 -0.01 -0.21 0.21
H -9.6436 -15.1120 -20.1317 0.03 0.11 -0.10
H -9.4905 -17.3301 -19.6108 0.45 -0.11 0.28
H -8.2606 -16.9230 -20.8415 0.04 -0.41 -0.22
H -8.1262 -19.3320 -21.1214 0.13 0.64 -0.49
H -9.3920 -19.9483 -22.2223 0.08 -0.03 0.02
H -9.5049 -20.0155 -20.4535 -0.59 0.27 -0.05
H -10.1171 -16.0772 -22.7986 0.49 0.18 -0.42
H -10.4842 -14.5895 -22.4653 0.30 0.27 0.08
C -10.4852 -17.9424 -11.2091 1.03 -0.29 -0.65
C -9.4907 -17.1008 -11.9967 -1.16 1.28 0.21
C -8.4982 -17.8324 -12.8831 0.14 0.55 0.50
O -7.6637 -18.6579 -12.1090 -0.29 -0.73 0.41
C -6.9520 -19.6188 -12.8626 -0.48 0.80 -0.69
N -10.2403 -16.0834 -12.7771 0.66 -0.42 -0.20
H -11.0946 -18.5477 -11.8834 0.02 -0.13 -0.04
H -11.1548 -17.3029 -10.6407 0.16 -0.03 0.28
H -9.8376 -18.5848 -10.6094 -0.64 -0.20 0.41
H -8.9319 -16.5034 -11.2677 0.27 -0.31 0.07
H -7.8590 -17.0423 -13.3032 -0.19 -0.19 -0.51
H -9.0407 -18.3611 -13.6788 0.18 -0.17 -0.04
H -6.2651 -19.0970 -13.5414 0.37 -0.22 0.18
H -7.6385 -20.1529 -13.5323 0.05 -0.26 0.28
H -6.4521 -20.2985 -12.1828 0.12 0.02 -0.01
H -11.0710 -16.4640 -13.2336 0.33 -0.03 0.07
H -9.6078 -15.8168 -13.5290 -0.38 0.40 -0.12
C -17.2217 -21.0231 -9.2649 -1.54 -0.72 -0.17
C -16.8759 -19.5508 -9.3971 -0.32 0.13 -1.06
C -16.1007 -19.2941 -10.6798 1.52 -1.10 0.10
O -14.9144 -20.0846 -10.6089 0.56 -0.64 0.52
C -13.8449 -19.5893 -11.3771 -1.23 0.44 -0.80
N -18.0901 -18.7293 -9.4556 -0.19 0.02 0.72
H -18.2317 -21.1621 -8.8558 0.23 0.47 0.65
H -16.5491 -21.6108 -8.6495 0.25 0.08 -0.18
H -17.4182 -21.5390 -10.2123 0.84 0.21 -0.27
H -16.2444 -19.2827 -8.5497 -0.18 0.35 0.05
H -15.7851 -18.2508 -10.8016 -0.36 0.13 0.11
H -16.6406 -19.6548 -11.5632 -0.37 0.39 0.05
H -13.5590 -18.6159 -10.9685 0.49 -0.01 -0.18
H -14.2300 -19.4578 -12.4015 0.27 0.38 -0.03
H -13.0168 -20.2839 -11.4897 -0.01 -0.14 0.69
H -18.7427 -19.0598 -10.1553 0.10 -0.13 -0.04
H -17.8792 -17.7620 -9.6625 0.05 0.01 0.01
C -9.2294 -22.7354 -15.2936 -0.04 0.61 -0.84
C -9.6032 -21.2765 -15.5741 0.35 0.42 0.90
O -9.2102 -20.8404 -16.8780 -0.63 -0.27 -0.20
H -9.3357 -23.2978 -16.2198 -0.38 -0.30 0.10
H -9.8201 -23.1545 -14.4834 0.08 -0.12 0.01
H -8.1625 -22.7699 -15.0735 -0.04 -0.10 0.29
H -9.0613 -20.6840 -14.8280 0.02 0.21 -0.33
H -10.6412 -20.9676 -15.4213 -0.18 -0.64 -0.02
H -10.0422 -20.8216 -17.3844 0.54 0.15 -0.07
C -14.7559 -16.1277 -18.8893 -0.14 0.10 -0.60
O -15.3696 -15.9775 -19.9439 0.44 0.01 0.49
N -14.9752 -17.2149 -18.0821 -0.17 0.40 -0.53
N -13.7894 -15.2737 -18.4304 -0.31 -0.61 -0.04
H -14.3396 -17.4785 -17.3450 -0.28 -0.14 0.02
H -15.6116 -17.8561 -18.5204 0.12 -0.31 0.34
H -13.6859 -14.4008 -18.9145 -0.14 0.17 0.25
H -13.5692 -15.3639 -17.4540 0.19 0.50 0.02
C -15.9953 -22.1434 -13.9280 -0.10 -0.18 0.07
O -16.4125 -23.2711 -13.7112 0.07 0.26 -0.22
N -14.6494 -21.8561 -13.9176 -0.68 -0.13 -0.18
N -16.7849 -21.0812 -14.2617 -0.55 0.20 -0.05
H -14.0568 -22.6178 -13.6481 0.32 0.29 0.22
H -14.3711 -20.9050 -14.0638 0.54 -0.08 0.11
H -17.7655 -21.2650 -14.3884 0.03 -0.20 0.21
H -16.5591 -20.1003 -14.1180 0.34 -0.42 -0.03
C -12.5385 -17.4569 -15.4696 -0.77 0.98 -0.92
O -12.4910 -16.5861 -14.5776 -0.09 -0.73 -0.13
N -11.7118 -17.4635 -16.5447 0.48 0.34 0.48
N -13.5929 -18.3181 -15.6013 0.71 0.05 0.78
H -10.9074 -16.8454 -16.5408 0.01 -0.16 -0.02
H -11.8192 -18.1713 -17.2584 0.17 -0.12 0.11
H -14.2633 -18.3456 -14.8196 0.12 -0.30 -0.78
H -13.4607 -19.0617 -16.2740 -0.27 -0.31 0.24
C -16.1485 -17.3956 -13.3692 0.89 1.15 0.52
O -15.8605 -18.3385 -14.1321 -0.63 0.30 0.57
N -17.3465 -17.1773 -12.8027 -0.79 -1.04 -0.73
N -15.2182 -16.4443 -13.0528 0.20 -0.21 0.25
H -17.5212 -16.5088 -12.0795 0.21 0.23 -0.09
H -18.1366 -17.6984 -13.1746 0.02 -0.08 -0.08
H -14.2266 -16.5926 -13.2214 -0.15 -0.13 -0.26
H -15.4483 -15.8214 -12.2984 0.10 0.10 -0.05
C -6.3239 -18.4814 -17.6680 0.21 0.10 0.75
O -5.6280 -17.4818 -17.8364 -0.15 -0.31 -0.25
N -7.5648 -18.4288 -17.1182 -0.15 0.00 0.03
N -5.8812 -19.7774 -17.8775 -0.46 1.24 0.20
H -8.0292 -17.5390 -16.9237 0.16 -0.28 -0.29
H -8.1156 -19.2694 -17.0349 -0.15 0.00 0.00
H -6.5445 -20.4819 -17.6111 0.41 -0.56 -0.49
H -5.0773 -19.8836 -18.4650 -0.02 -0.43 0.05
C -8.2668 -15.2961 -15.9446 0.04 -0.32 0.08
O -8.9773 -16.0694 -16.6063 0.31 0.64 0.02
N -7.0751 -15.6779 -15.4060 -0.29 -0.05 -0.20
N -8.6565 -14.0232 -15.6932 -0.40 0.33 0.05
H -6.6615 -15.1955 -14.6316 0.17 0.19 -0.17
H -6.5945 -16.4606 -15.8248 0.03 -0.05 0.10
H -9.4396 -13.6650 -16.2092 -0.14 -0.19 0.11
H -8.1094 -13.3451 -15.1967 0.28 -0.16 -0.07
C -18.8669 -18.8816 -15.8745 -0.53 -0.53 0.13
O -19.2075 -18.6222 -14.7162 0.36 0.28 -0.15
N -19.7928 -19.3212 -16.7836 0.13 0.05 -0.02
N -17.5915 -18.8285 -16.3191 -0.43 0.28 0.11
H -19.5433 -19.5835 -17.7179 -0.03 0.11 -0.05
H -20.7636 -19.2585 -16.5447 0.00 -0.04 0.11
H -16.8937 -18.5741 -15.6334 0.20 -0.10 -0.21
H -17.3566 -19.1940 -17.2207 0.19 0.03 0.02
C -14.6267 -12.9728 -15.8005 0.12 -0.43 -0.51
O -14.8431 -12.3497 -16.8230 -0.10 0.16 0.33
N -15.5512 -13.1976 -14.7962 0.30 0.07 -0.52
N -13.4358 -13.6195 -15.5635 -0.69 0.39 0.40
H -16.4203 -12.7058 -14.9075 0.02 0.09 0.21
H -15.1516 -13.3169 -13.8833 -0.35 0.09 0.20
H -12.6998 -13.4467 -16.2196 0.14 -0.31 0.05
H -13.4675 -14.4005 -14.9288 0.72 -0.19 -0.16
C -12.8736 -19.8875 -19.1585 -1.00 -1.58 -0.31
O -12.4392 -19.9480 -17.9882 0.66 0.85 -0.70
N -12.3448 -19.2545 -20.2281 0.30 0.51 0.83
N -13.9548 -20.6669 -19.4844 0.51 0.70 0.34
H -12.8645 -19.2526 -21.0866 0.08 0.06 -0.07
H -11.6595 -18.5213 -20.1262 0.04 -0.10 -0.06
H -14.4231 -20.5132 -20.3558 -0.19 -0.39 -0.03
H -14.1941 -21.3919 -18.8188 -0.55 0.00 -0.01
```
Positions in Å, forces in eV/Å.

The total energy is -3338.65948 a.u. The calculation puts the orbital gap at 9.195 eV. As for the relative energy (zero: lowest compared OMol25 entry of this formula, charge and spin): 0.000 eV. Its HOMO energy is -9.08 eV. As for the maximum force: 1.89 eV/Å.